(1)
Computed, not measured: a molecular structure, C46H50CdF11N3O3PS, with ωB97M-V/def2-TZVPD.

The geometry in XYZ format:
```
116
Properties=species:S:1:pos:R:3:forces:R:3
Cd 1.1400 -0.6522 -0.7487 -0.062 0.410 -0.185
S -1.4224 -3.2036 -1.6795 -0.040 0.062 -0.026
P 0.1183 -5.2202 1.5078 0.055 -0.024 -0.173
F 2.3047 0.8270 -4.4084 -0.085 -0.114 -0.021
F 1.8089 -2.4100 -3.1988 -0.007 -0.018 -0.004
F 2.4429 -1.1178 -5.3419 0.017 0.059 0.053
F 0.1882 -3.7146 0.8803 0.001 -0.124 0.019
F 0.5347 -0.4047 -4.6291 -0.044 -0.031 0.014
F -1.4700 -5.2726 1.1860 -0.044 0.018 -0.019
F 0.4205 -5.8367 0.0172 -0.029 0.116 -0.068
F 0.0515 -6.7301 2.0928 -0.022 -0.019 0.041
F 1.7097 -5.1748 1.7894 0.015 0.023 0.010
F -0.1787 -4.6182 2.9668 -0.011 0.019 0.016
F 3.4846 -1.0247 -2.8398 -0.013 0.002 -0.057
O 2.7025 0.3422 0.6351 0.134 -0.034 -0.130
O -0.7124 -1.8810 -1.7211 -0.070 -0.015 0.106
O 4.7899 0.2272 1.4477 -0.001 -0.010 -0.021
N -0.3187 -0.0832 1.2067 -0.002 -0.086 -0.225
N 0.3362 1.5731 -0.9974 0.032 0.124 0.092
N 2.8494 -2.2384 -0.2037 0.083 -0.006 0.099
C -3.1703 2.3636 -2.1314 0.005 0.007 0.060
C 0.3354 2.3584 -2.1670 -0.065 -0.034 0.028
C -0.8428 3.0457 -4.1602 0.003 -0.025 -0.011
C 1.8409 0.1131 4.5983 0.017 0.017 -0.013
C -0.8315 3.3817 0.3553 0.049 0.073 0.027
C 2.7280 3.3096 -1.7340 0.062 -0.054 -0.009
C -0.0035 -1.1193 3.3928 0.035 -0.038 0.010
C -0.9429 4.5669 -0.3341 0.062 -0.037 0.011
C 5.1470 -2.3300 0.4084 -0.009 0.006 0.018
C 1.4614 -0.7406 3.3865 0.021 -0.038 0.004
C -2.7037 -1.7928 3.4626 0.026 -0.067 -0.029
C -2.8422 -2.9412 -2.7525 -0.002 -0.016 -0.001
C -2.3694 4.1989 3.6593 -0.008 0.011 0.006
C -0.8066 2.2962 -2.9916 -0.056 -0.012 -0.027
C 1.3442 3.8926 -3.7089 -0.018 0.019 0.034
C -1.8950 -2.0856 4.5473 0.000 0.013 -0.002
C -1.6200 1.8704 3.5451 -0.005 0.012 -0.033
C -0.5519 1.2052 1.2108 -0.107 0.031 -0.013
C 5.2378 -3.6212 -0.0793 -0.004 0.006 0.012
C -1.5506 5.6793 0.3042 0.002 0.022 0.001
C -1.1926 2.0570 2.2556 0.053 -0.022 -0.009
C 1.4294 3.1692 -2.5210 -0.011 0.053 -0.020
C -3.8187 -2.1713 0.7081 0.003 -0.005 0.026
C -2.0193 1.4647 -2.5950 0.000 0.019 0.021
C 2.6225 3.5139 -0.2208 -0.049 -0.058 -0.011
C -0.5513 -1.7569 4.4983 0.003 -0.016 0.000
C 4.1084 -4.2161 -0.6171 -0.002 -0.022 0.006
C -0.8343 -0.8167 2.3057 0.027 0.092 0.109
C -2.1922 -1.1725 2.3285 0.002 0.001 0.011
C 1.8478 -0.4326 -4.3284 -0.062 0.129 -0.006
C 3.8097 -0.2278 0.8502 0.001 -0.003 0.055
C -1.3475 3.3406 1.6793 0.018 -0.019 -0.002
C 0.2281 3.8428 -4.5266 0.007 -0.002 -0.016
C -0.5505 -4.2835 -2.8202 -0.040 0.011 0.035
C -4.1602 0.1821 1.4995 0.055 0.070 -0.035
C -2.0296 5.6327 1.5877 0.003 -0.012 -0.003
C -3.1192 -0.8882 1.1616 -0.017 -0.033 -0.025
C 3.6762 2.1445 -2.0329 -0.019 -0.008 -0.023
C -2.2064 2.9666 4.2342 0.001 0.002 0.000
C 2.3361 -1.9940 3.3097 -0.028 -0.007 -0.026
C 3.9318 -1.6659 0.3254 0.034 0.034 -0.083
C 2.9351 -3.4859 -0.6553 -0.051 -0.060 0.113
C -0.2826 2.0470 0.0712 0.050 -0.161 0.011
C -1.9306 4.4208 2.3261 -0.021 0.006 -0.009
C -2.5076 0.5434 -3.7123 -0.004 0.057 -0.002
C 2.0865 -1.0454 -2.9495 0.101 -0.215 0.181
H -2.5105 -0.5188 0.3338 0.049 -0.030 -0.009
H -0.5793 4.6727 -1.3473 0.003 -0.005 -0.012
H 1.8733 4.2600 0.0397 -0.096 0.078 0.007
H -2.8768 2.9928 -1.2908 -0.019 -0.022 -0.032
H -3.6877 1.1115 1.8199 -0.025 -0.006 -0.013
H 2.1957 -2.6224 4.1944 0.011 -0.003 0.010
H 0.0920 -2.0043 5.3351 0.003 0.000 0.004
H 2.1869 4.5148 -3.9932 -0.002 0.002 0.000
H 3.1889 4.2201 -2.1364 0.023 -0.020 -0.022
H -3.4212 -3.8633 -2.8073 -0.009 -0.002 -0.001
H 0.1981 4.4151 -5.4465 -0.006 0.009 0.003
H 2.0786 -2.6007 2.4409 0.002 -0.002 0.026
H -1.2466 -5.0390 -3.1844 0.005 -0.024 0.033
H -3.7522 -2.0691 3.4893 0.001 0.008 0.008
H -1.5367 0.9155 4.0449 -0.001 -0.008 0.019
H -4.7811 0.3990 0.6255 -0.019 -0.006 -0.003
H 2.0244 -3.9191 -1.0384 -0.046 -0.031 -0.022
H -2.8279 5.0084 4.2171 -0.004 0.002 -0.002
H -2.4820 6.5080 2.0402 -0.001 0.001 0.005
H 1.6546 -0.1486 2.4930 -0.043 -0.016 0.057
H -4.8172 -0.1591 2.3049 0.009 -0.004 0.016
H -3.3780 -0.0200 -3.3656 -0.010 0.021 -0.013
H -2.5413 2.8099 5.2532 0.002 -0.008 -0.002
H -4.3924 -1.9921 -0.2061 -0.022 -0.006 0.008
H -2.4967 -2.6272 -3.7373 0.002 0.008 0.007
H -3.4384 -2.1538 -2.2984 -0.012 0.001 0.012
H -4.5169 -2.5254 1.4712 -0.022 0.010 -0.023
H 0.2524 -4.7647 -2.2742 0.123 -0.025 0.058
H -3.0983 -2.9699 0.5353 0.020 -0.044 -0.019
H 4.1201 -5.2308 -0.9903 -0.008 -0.004 0.010
H -1.7256 0.8293 -1.7577 0.016 -0.001 -0.030
H 4.5952 2.2528 -1.4525 0.020 0.004 0.014
H 2.4033 2.5806 0.2956 -0.008 0.031 -0.010
H 2.8534 0.5016 4.4698 0.010 -0.011 0.000
H -1.7360 -0.1644 -3.9990 0.092 -0.049 -0.036
H -1.6322 6.6048 -0.2551 0.003 0.000 0.002
H 1.1626 0.9614 4.7169 0.003 0.015 -0.019
H -1.7210 3.0027 -4.7950 -0.010 0.003 -0.002
H 1.8196 -0.4717 5.5231 -0.025 -0.001 0.012
H 3.3906 -1.7146 3.2420 0.001 -0.003 0.022
H -4.0243 1.7552 -1.8207 -0.010 0.001 0.001
H 3.2230 1.1963 -1.7436 0.049 0.081 -0.020
H 3.5902 3.8664 0.1468 0.000 -0.022 0.007
H 6.1757 -4.1627 -0.0334 -0.001 0.000 0.004
H -0.1644 -3.6612 -3.6250 0.012 -0.010 -0.029
H -2.8123 1.1077 -4.5982 -0.002 -0.001 -0.003
H -3.4983 3.0185 -2.9448 -0.003 0.000 -0.008
H -2.3036 -2.5939 5.4127 -0.004 0.013 0.006
H 5.9789 -1.8062 0.8559 0.003 0.001 -0.002
H 3.9280 2.0918 -3.0949 -0.024 0.001 0.087
```
Positions in Å, forces in eV/Å.

Calculated values
energy: -113719.30857 eV
energy above the lowest of the compared OMol25 structures with the same formula, charge and spin: 0.0 kcal/mol
spin multiplicity: 2
<S²>: 0.768
Kohn-Sham gap (spin up / spin down): 5.19 / 7.23 eV
F_max: 0.5 eV Å⁻¹
charge: -2
HOMO energy (spin up / spin down): -1.240 / -3.280 eV

(2)
Computed, not measured: a molecular structure, C15H31EuNO3P2 in a non-equilibrium geometry, with ωB97M-V/def2-TZVPD.

The geometry in XYZ format:
```
53
Properties=species:S:1:pos:R:3:forces:R:3
Eu 0.7680 -2.2127 0.4278 0.951 -1.409 0.002
P 2.0053 0.8729 1.7906 -2.182 -2.781 -0.347
P -2.2773 -1.5948 1.5850 0.883 0.103 1.544
O -0.0076 -2.4996 2.7830 1.282 -1.637 0.736
O 1.0298 -3.8838 4.1900 -0.678 0.385 -1.608
O 1.2359 -4.1358 2.0162 -0.474 0.181 0.740
N 0.7414 -3.5628 3.0420 0.291 1.053 0.199
C 0.7186 0.5425 -3.5273 0.678 0.260 0.024
C -0.1618 -0.6794 -3.5825 -0.162 -0.202 -0.038
C 3.3990 0.8677 0.6955 0.982 1.364 -0.619
C -0.9458 -0.0954 1.4417 -0.349 0.812 0.750
C -1.6264 0.0667 -1.7033 -0.486 -0.378 -0.561
C -1.9494 -2.5598 0.0883 0.361 -1.323 -1.017
C 0.5026 0.3187 0.8793 -0.229 -0.184 0.445
C -0.9290 -0.9259 -2.3225 -0.585 -0.382 -0.033
C 0.7705 2.0671 -1.5862 -0.322 1.747 0.947
C 1.4000 2.4309 2.3901 0.463 0.989 0.861
C -0.6608 2.5298 -1.8490 0.334 0.675 -0.565
C -3.8889 -0.8223 1.0881 0.232 0.558 -0.224
C 1.2336 0.9507 -2.1428 1.176 -1.450 -1.370
C -1.6640 1.4546 -2.3006 -1.262 0.429 0.287
C 2.3994 -0.2766 3.1052 1.470 -0.058 0.646
H -1.6424 0.4844 0.8146 0.610 0.561 0.434
H -1.0452 3.0419 -0.9565 0.115 -0.123 -0.124
H -4.0055 0.2153 1.4529 0.147 -0.430 -0.186
H 3.0212 0.2970 3.8247 -0.218 -0.250 -0.044
H 3.3297 0.0943 -0.0676 -0.409 -0.344 0.085
H 0.8141 -0.0748 -0.0963 0.002 -0.435 -0.673
H 0.3161 2.3200 2.5461 0.349 -0.002 -0.102
H -3.9860 -0.8589 0.0031 -0.374 0.261 0.022
H -1.6626 1.4426 -3.4040 -0.027 -0.368 0.443
H 0.4219 -1.5719 -3.8003 -0.044 -0.010 -0.199
H -1.1660 -2.0089 -2.2028 0.202 1.072 -0.068
H -2.9169 -2.7130 -0.4222 0.507 -0.196 0.103
H 0.1952 1.3685 -4.0478 0.557 -0.183 0.575
H 1.4251 2.8202 -1.0558 -0.701 -1.056 0.056
H 1.5219 -0.6664 3.6223 -0.035 -0.042 -0.174
H 4.3480 0.6892 1.2165 -0.371 0.083 0.189
H -0.9523 0.2906 2.4905 -0.301 -0.308 -0.683
H 1.6201 0.3485 -4.1310 -0.158 0.105 0.056
H 3.0677 -1.1144 2.7347 -1.049 0.939 0.222
H 0.3072 1.2821 0.4410 -0.547 1.136 -0.621
H 1.8628 2.6540 3.3655 -0.115 0.230 -0.426
H -4.6937 -1.4165 1.5530 0.440 0.108 -0.160
H -2.6923 1.8106 -2.0396 0.706 0.130 -0.240
H 2.0866 0.3121 -1.7842 -0.382 1.152 -0.492
H -1.2764 -2.0950 -0.6603 -1.156 -0.038 0.692
H -2.4188 -0.1216 -0.9529 0.828 -0.141 -0.566
H -0.8731 -0.4859 -4.3988 -0.058 -0.518 -0.093
H -0.6911 3.2870 -2.6666 0.086 -0.018 0.453
H 1.5793 3.2448 1.6670 -0.049 -0.338 0.339
H -1.4779 -3.5618 0.2814 -0.815 0.574 0.192
H 3.4901 1.8333 0.1646 -0.118 -0.303 0.191
```
Positions in Å, forces in eV/Å.

Calculated values
energy: -61582.12359 eV
energy above the lowest of the compared OMol25 structures with the same formula, charge and spin: 10.6 kcal/mol
spin multiplicity: 8
<S²>: 15.768
Kohn-Sham gap (spin up / spin down): 3.67 / 5.86 eV
F_max: 3.6 eV Å⁻¹
charge: 0
HOMO energy (spin up / spin down): -3.473 / -5.814 eV

(3)
Computed, not measured: a single C4H4N2O molecule in a non-equilibrium geometry, with ωB97M-V/def2-TZVPD.

The geometry in XYZ format:
```
11
Properties=species:S:1:pos:R:3:forces:R:3
O -1.1532 -1.3536 -0.0847 -1.357 0.397 0.108
N 0.1618 -1.6072 0.0178 0.176 0.448 -0.324
N 3.3760 -0.3710 -0.0228 -2.054 -0.161 0.104
C 0.7935 -0.5055 -0.0156 0.301 1.134 0.168
C -1.4247 0.1004 0.0356 0.453 -0.695 0.714
C 2.2148 -0.4714 0.0047 2.395 0.084 -0.098
C -0.0630 0.7702 -0.0685 -0.223 -0.432 0.764
H -1.8735 0.2695 1.0026 -0.061 -0.184 0.459
H 0.0117 1.3272 -0.9910 0.488 0.089 -0.244
H 0.1202 1.4511 0.8013 0.070 -0.622 -0.829
H -2.1633 0.3903 -0.6794 -0.189 -0.057 -0.822
```
Positions in Å, forces in eV/Å.

Calculated values
energy: -9237.99414 eV
energy above the lowest of the compared OMol25 structures with the same formula, charge and spin: 57.5 kcal/mol
spin multiplicity: 1
Kohn-Sham gap: 10.31 eV
F_max: 2.4 eV Å⁻¹
charge: 0
HOMO energy: -10.000 eV
SMILES string: N#CC1=NOCC1

(4)
Computed, not measured: a molecular structure, C13H29InN4O7 in a non-equilibrium geometry, with ωB97M-V/def2-TZVPD.

The geometry in XYZ format:
```
54
Properties=species:S:1:pos:R:3:forces:R:3
In -2.7535 38.0227 22.9317 0.304 0.581 0.121
O -4.6863 39.9461 22.0500 0.790 -0.733 0.737
O -2.7141 36.7179 25.8778 3.669 -0.090 -0.532
O -4.5381 37.4397 25.2513 -1.136 2.351 -2.657
O -4.5132 36.3825 27.1066 0.030 0.325 1.713
O -0.5075 37.2220 21.2358 -1.508 -0.100 -0.229
O -3.2523 40.1146 24.8474 -0.016 0.423 0.667
O -0.1952 38.7293 24.2651 -0.073 0.332 0.318
N 0.1515 35.5119 19.8023 0.104 0.648 0.458
N -6.7192 40.9064 22.2808 -0.153 -0.781 0.875
N -3.8054 41.7500 26.2888 -2.131 2.151 1.341
N 1.8623 39.5174 24.0790 1.969 0.639 -0.151
C -5.5992 40.6101 21.6150 -0.478 0.659 -2.313
C -5.5927 41.1192 20.1781 -0.318 -0.062 0.137
C 1.0322 38.5789 26.2829 0.862 0.518 -0.619
C 1.6857 36.4602 21.4235 0.528 0.196 -0.900
C 0.8829 39.0089 24.8167 -2.771 -1.759 -0.528
C -3.8743 36.9099 26.1188 -0.517 -2.433 0.243
C -6.9595 40.3170 23.5737 -0.517 0.415 1.068
C -4.6000 42.5546 25.3944 0.970 0.330 -1.163
C -2.7000 39.9536 27.1497 1.534 -1.540 1.808
C 0.2880 36.4060 20.8204 1.839 -0.188 0.350
C -3.2540 40.6016 25.9920 0.133 -0.983 -2.579
C -1.0495 35.4604 19.0037 -0.853 -0.326 0.492
C 1.8195 39.7874 22.6308 -0.689 -0.043 0.049
H -5.0818 41.9036 24.6650 0.037 0.311 -0.073
H -6.1357 39.7362 23.9886 0.332 0.337 -0.529
H -3.8516 43.1970 24.9303 -0.438 0.180 -0.770
H -2.1935 40.6522 27.8156 -0.346 0.111 0.168
H -3.5210 39.4630 27.6725 0.057 -0.029 0.328
H 2.3711 35.6516 21.1693 -0.387 -0.532 0.476
H 2.0958 38.5768 26.5216 -0.082 -0.026 0.516
H -1.1853 36.3144 18.3401 0.174 -0.149 -0.178
H -1.8880 35.4537 19.7001 -0.036 0.349 0.095
H -1.1846 34.4968 18.5126 0.553 0.196 -0.349
H -3.9693 42.0157 27.2494 0.625 -0.455 0.066
H -5.2178 37.0205 26.9726 -2.185 -0.329 1.410
H -6.6030 41.3964 19.8771 0.075 0.284 -0.023
H 2.1665 37.2642 20.8663 -0.053 0.491 0.153
H 0.4671 39.2119 26.9670 0.249 0.363 -0.209
H 2.1265 40.8034 22.3824 0.033 0.036 0.370
H -1.9402 39.2033 26.9308 -0.266 -0.076 -0.410
H -7.1488 41.1614 24.2365 -0.197 -0.295 0.464
H 0.6085 37.5861 26.4345 0.169 -0.027 -0.457
H -5.3025 43.2396 25.8691 -0.012 -0.523 0.422
H -7.4746 41.4581 21.8997 0.442 -0.168 -0.271
H 1.6814 36.7390 22.4772 -0.119 -0.273 -0.158
H -5.3026 40.3125 19.5049 0.303 0.061 0.171
H 1.0529 35.2347 19.4406 -0.382 -0.377 -0.210
H -4.9194 41.9697 20.0718 0.009 -0.105 -0.065
H 0.7987 39.6517 22.2735 0.029 -0.010 0.228
H 2.7633 39.6339 24.5203 -0.123 0.083 -0.006
H 2.4336 39.1102 22.0372 0.168 -0.103 0.418
H -7.8163 39.6438 23.5993 -0.201 0.145 -0.285
```
Positions in Å, forces in eV/Å.

Calculated values
energy: -39412.16972 eV
spin multiplicity: 2
<S²>: 0.758
Kohn-Sham gap (spin up / spin down): 9.97 / 5.67 eV
F_max: 3.7 eV Å⁻¹
charge: +1
HOMO energy (spin up / spin down): -11.866 / -11.819 eV

> Which value of F_max does entry 3 give?

2.4 eV Å⁻¹

Repeat the third record exactly.
Computed, not measured: a single C4H4N2O molecule in a non-equilibrium geometry, with ωB97M-V/def2-TZVPD.

The geometry in XYZ format:
```
11
Properties=species:S:1:pos:R:3:forces:R:3
O -1.1532 -1.3536 -0.0847 -1.357 0.397 0.108
N 0.1618 -1.6072 0.0178 0.176 0.448 -0.324
N 3.3760 -0.3710 -0.0228 -2.054 -0.161 0.104
C 0.7935 -0.5055 -0.0156 0.301 1.134 0.168
C -1.4247 0.1004 0.0356 0.453 -0.695 0.714
C 2.2148 -0.4714 0.0047 2.395 0.084 -0.098
C -0.0630 0.7702 -0.0685 -0.223 -0.432 0.764
H -1.8735 0.2695 1.0026 -0.061 -0.184 0.459
H 0.0117 1.3272 -0.9910 0.488 0.089 -0.244
H 0.1202 1.4511 0.8013 0.070 -0.622 -0.829
H -2.1633 0.3903 -0.6794 -0.189 -0.057 -0.822
```
Positions in Å, forces in eV/Å.

Calculated values
energy: -9237.99414 eV
energy above the lowest of the compared OMol25 structures with the same formula, charge and spin: 57.5 kcal/mol
spin multiplicity: 1
Kohn-Sham gap: 10.31 eV
F_max: 2.4 eV Å⁻¹
charge: 0
HOMO energy: -10.000 eV
SMILES string: N#CC1=NOCC1

> The highest spin multiplicity belongs to which entry?

C15H31EuNO3P2